This record from the OMol25 dataset describes a structure of composition C40H47N3OP2PdS. The level of theory is ωB97M-V/def2-TZVPD.

Each line ends with the Mulliken spin population.
CARTESIAN COORDINATES (ANGSTROEM)
Pd 0.23 0.26 0.78  1.083
C -1.11 -0.64 -2.43  -0.022
N 0.08 -0.17 -3.10  0.318
C 0.72 1.09 -2.67  0.004
P 0.18 1.85 -1.06  0.162
C 1.37 3.18 -0.90  0.060
C 0.93 4.45 -0.51  0.031
C 1.83 5.49 -0.42  -0.009
C 3.18 5.27 -0.68  0.047
C 3.64 4.00 -1.02  -0.013
C 2.74 2.95 -1.12  0.047
C -1.43 2.56 -1.42  0.016
C -2.56 2.15 -0.71  -0.001
C -3.80 2.70 -0.98  -0.003
C -3.92 3.68 -1.96  -0.001
C -2.79 4.10 -2.67  0.004
C -1.55 3.54 -2.40  0.001
C 0.58 -0.84 -4.18  0.157
C 1.99 -0.83 -4.45  0.130
C 2.46 -1.49 -5.55  -0.001
C 1.58 -2.14 -6.43  0.226
C 0.19 -2.13 -6.19  -0.007
C -0.30 -1.52 -5.07  0.123
P -0.66 -1.41 -0.79  0.187
C 0.81 -2.37 -1.18  0.063
C 0.73 -3.58 -1.86  0.000
C 1.88 -4.31 -2.11  0.003
C 3.12 -3.83 -1.70  0.005
C 3.22 -2.61 -1.04  0.016
C 2.06 -1.89 -0.78  0.036
C -2.03 -2.49 -0.41  0.059
C -3.33 -2.13 -0.79  0.026
C -4.38 -2.99 -0.52  -0.011
C -4.14 -4.19 0.15  0.047
C -2.85 -4.53 0.56  -0.014
C -1.79 -3.68 0.29  0.032
H -1.58 -1.44 -2.99  0.018
H -1.83 0.17 -2.28  0.024
H 0.50 1.86 -3.42  0.008
H 1.79 0.97 -2.65  0.028
H -0.12 4.63 -0.31  0.001
H 1.49 6.48 -0.15  0.001
H 3.89 6.09 -0.61  0.001
H 4.69 3.83 -1.21  0.000
H 3.12 1.96 -1.35  0.009
H -2.47 1.38 0.05  -0.025
H -4.68 2.39 -0.43  0.000
H -4.88 4.12 -2.17  0.000
H -2.88 4.86 -3.43  0.000
H -0.68 3.89 -2.96  0.002
H 2.68 -0.38 -3.76  -0.001
H 3.53 -1.52 -5.74  0.003
H 1.96 -2.64 -7.31  0.002
H -0.49 -2.59 -6.89  0.003
H -1.37 -1.46 -4.92  -0.003
H -0.24 -3.97 -2.19  0.001
H 1.81 -5.26 -2.63  0.001
H 4.01 -4.42 -1.87  0.000
H 4.18 -2.24 -0.73  0.001
H 2.15 -0.94 -0.25  -0.008
H -3.53 -1.20 -1.31  0.002
H -5.38 -2.74 -0.84  0.000
H -4.96 -4.86 0.35  0.001
H -2.68 -5.46 1.07  0.000
H -0.79 -3.94 0.61  0.006
S -1.74 0.28 2.28  0.977
C -1.41 0.41 4.02  -0.010
N -0.77 1.45 4.51  0.034
C -0.64 1.70 5.97  -0.004
C -1.76 0.99 6.70  0.005
C -1.82 -0.47 6.28  0.002
N -1.90 -0.53 4.79  0.038
H -0.47 2.17 3.86  -0.001
H -0.68 2.78 6.12  0.000
H 0.34 1.35 6.29  0.004
H -2.72 1.48 6.50  -0.001
H -1.58 1.05 7.78  0.000
H -2.71 -0.97 6.67  0.001
H -0.95 -1.03 6.61  0.002
H -2.44 -1.28 4.37  0.000
C 0.81 -2.52 2.62  0.009
C 1.69 -1.49 3.28  -0.012
O 1.71 -0.28 2.49  0.026
C 2.47 0.77 3.14  -0.017
C 2.30 2.06 2.39  0.048
H 0.67 -3.37 3.29  0.004
H 1.25 -2.89 1.70  -0.005
H -0.18 -2.11 2.39  0.017
H 2.71 -1.86 3.36  0.004
H 1.34 -1.25 4.29  0.001
H 3.52 0.47 3.15  0.006
H 2.13 0.85 4.17  -0.001
H 2.77 2.02 1.40  -0.008
H 2.76 2.88 2.93  0.003
H 1.24 2.31 2.26  -0.002

## Properties
net charge: +4
spin multiplicity: 5
LUMO (spin up / spin down): -9.518 / -14.560 eV
HOMO energy (spin up / spin down): -18.05 / -18.74 eV
relative energy (zero: lowest compared OMol25 entry of this formula, charge and spin): 0.000 eV



This record from the OMol25 dataset describes the ion C3H7FN3 with charge +1. The level of theory is ωB97M-V/def2-TZVPD.

Each line ends with the Mulliken charge.
CARTESIAN COORDINATES (ANGSTROEM)
N -2.12 -0.12 0.47  -0.266
C -0.82 -0.07 0.24  0.342
N -0.27 -0.65 -0.90  0.018
F -0.12 -2.02 -0.70  -0.164
C 1.02 0.07 -1.03  -0.369
C 1.41 0.17 0.43  -0.444
N 0.07 0.57 1.02  -0.315
H -2.47 -0.25 1.41  0.289
H -2.76 0.01 -0.30  0.291
H 1.73 -0.35 -1.74  0.362
H 0.69 1.06 -1.36  0.263
H 1.57 -0.83 0.83  0.282
H 2.22 0.84 0.70  0.388
H -0.14 1.57 0.93  0.322

## Properties
net charge: +1
LUMO: -5.510 eV
structure (SMILES): NC1=[N+](F)CCN1
HOMO energy: -15.43 eV
relative energy (zero: lowest compared OMol25 entry of this formula, charge and spin): 2.696 eV



This record from the OMol25 dataset describes the molecule C5H11N3O. The level of theory is ωB97M-V/def2-TZVPD.

Each line ends with the Mulliken charge.
CARTESIAN COORDINATES (ANGSTROEM)
C -2.61 -0.40 0.67  -1.078
C -1.78 0.33 -0.09  0.726
N -1.87 1.72 -0.23  -0.541
N -0.80 -0.21 -0.94  -0.098
O -0.82 -1.64 -0.96  -0.487
C 0.53 0.30 -0.85  -1.146
C 1.42 -0.11 0.07  1.169
C 2.83 0.40 0.06  -1.448
N 1.11 -1.00 1.07  -0.491
H -3.41 0.07 1.21  0.245
H -2.56 -1.46 0.68  0.302
H -0.99 2.18 -0.41  0.287
H -2.36 2.15 0.55  0.228
H -1.21 -1.87 -1.81  0.330
H 0.79 1.01 -1.61  0.430
H 3.15 0.64 1.07  0.391
H 2.92 1.29 -0.55  0.343
H 3.50 -0.35 -0.34  0.323
H 0.27 -1.53 0.94  0.256
H 1.89 -1.51 1.45  0.261

## Properties
LUMO: 0.872 eV
structure (SMILES): C=C(N)N(O)/C=C(/C)N
HOMO energy: -7.64 eV
relative energy (zero: lowest compared OMol25 entry of this formula, charge and spin): 2.911 eV



This record from the OMol25 dataset describes a structure of composition C24H24N2O6ReS4. The level of theory is ωB97M-V/def2-TZVPD.

Each line ends with the Mulliken spin population.
CARTESIAN COORDINATES (ANGSTROEM)
Re -2.42 1.60 -0.26  2.437
C 2.11 -3.54 0.98  0.001
C 0.76 -3.02 0.57  -0.008
C 0.43 -2.85 -0.77  0.003
C -0.83 -2.39 -1.13  -0.006
C -1.76 -2.08 -0.16  0.015
C -1.44 -2.24 1.19  -0.002
C -0.19 -2.70 1.54  0.006
S -3.39 -1.54 -0.58  -0.001
O -3.44 -1.42 -2.02  0.006
O -4.31 -2.40 0.09  0.004
N -3.54 -0.05 0.09  0.035
C -4.40 0.04 1.28  -0.015
C -4.35 1.45 1.85  0.024
O -5.02 1.80 2.78  0.020
O -3.51 2.27 1.21  0.045
H 2.73 -3.78 0.12  0.000
H 2.01 -4.44 1.59  0.000
H 2.64 -2.80 1.58  0.000
H 1.15 -3.11 -1.54  0.000
H -1.11 -2.29 -2.17  0.001
H -2.18 -2.02 1.95  0.001
H 0.06 -2.83 2.59  0.001
H -4.07 -0.64 2.07  0.000
H -5.43 -0.22 1.05  0.002
C 5.24 2.06 4.40  0.001
C 6.08 0.82 4.50  0.003
O 7.10 0.75 5.13  0.001
S 5.53 -0.67 3.67  -0.002
C 3.98 -0.20 2.92  0.045
C 3.95 0.24 1.61  -0.023
C 2.75 0.57 1.00  0.062
C 1.55 0.46 1.72  -0.004
C 1.59 0.02 3.05  0.053
C 2.79 -0.32 3.64  -0.023
C 0.32 0.80 1.11  0.277
C -0.74 1.10 0.58  -0.049
H 5.77 2.88 4.87  0.000
H 4.28 1.91 4.89  0.000
H 5.03 2.30 3.35  0.000
H 4.88 0.33 1.05  0.000
H 2.73 0.92 -0.02  -0.001
H 0.66 -0.06 3.60  -0.001
H 2.81 -0.67 4.66  0.000
O -1.82 0.92 -2.15  0.010
S -2.76 0.92 -3.37  0.007
C -2.03 -0.40 -4.38  0.005
C -1.25 0.24 -5.53  0.000
C -0.82 1.62 -5.06  0.002
C -2.06 2.21 -4.41  0.007
H -2.83 -1.07 -4.67  0.001
H -1.39 -0.92 -3.67  -0.005
H -1.88 0.33 -6.41  0.000
H -0.39 -0.38 -5.79  0.000
H -0.46 2.25 -5.87  0.001
H -0.03 1.55 -4.31  0.000
H -2.85 2.42 -5.15  -0.001
H -1.90 3.11 -3.80  -0.004
S -0.99 5.44 -2.59  0.121
C -1.47 4.30 -1.58  0.078
N -1.86 3.42 -0.90  -0.128

## Properties
spin multiplicity: 4
LUMO (spin up / spin down): -0.416 / -1.476 eV
HOMO energy (spin up / spin down): -8.09 / -9.01 eV
relative energy (zero: lowest compared OMol25 entry of this formula, charge and spin): 0.000 eV



This record from the OMol25 dataset describes the molecule C4H7NO2. The level of theory is ωB97M-V/def2-TZVPD.

Each line ends with the Mulliken charge.
CARTESIAN COORDINATES (ANGSTROEM)
O 1.08 0.48 1.57  -0.535
C 0.79 0.61 0.18  0.009
C -0.65 1.12 -0.13  -0.611
N -1.69 0.11 -0.22  -0.506
C -1.35 -1.11 -0.23  0.072
O -0.11 -1.63 -0.20  -0.378
C 0.99 -0.74 -0.50  -0.445
H 0.32 0.03 1.96  0.359
H 1.45 1.43 -0.15  0.366
H -0.69 1.72 -1.06  0.352
H -0.94 1.82 0.67  0.328
H -2.12 -1.88 -0.24  0.401
H 1.09 -0.67 -1.59  0.299
H 1.83 -1.31 -0.08  0.288

## Properties
LUMO: 0.815 eV
structure (SMILES): O[C@@H]1CN=COC1
HOMO energy: -9.78 eV
relative energy (zero: lowest compared OMol25 entry of this formula, charge and spin): 1.583 eV



This record from the OMol25 dataset describes a cluster of 2 separate species, C2H7N2O in total. The level of theory is ωB97M-V/def2-TZVPD.

Each line ends with the Mulliken charge.
CARTESIAN COORDINATES (ANGSTROEM)
C 1.01 -0.82 0.20  -1.432
C -0.22 1.10 -0.78  -1.525
N -1.02 0.21 1.23  -0.300
N 0.04 0.28 0.38  0.821
O -0.95 -0.57 2.17  -0.550
H 0.86 -1.46 1.15  0.189
H 0.76 -1.36 -0.66  0.545
H 2.02 -0.47 0.06  0.309
H 0.63 1.10 -1.30  0.176
H -1.08 0.78 -1.38  0.574
H -0.39 2.18 -0.39  0.175
H -1.66 -0.98 -0.69  0.019

## Properties
net charge: -1
LUMO: 4.409 eV
HOMO energy: -1.15 eV
relative energy (zero: lowest compared OMol25 entry of this formula, charge and spin): 5.026 eV



- What is the relative energy (zero: lowest compared OMol25 entry of this formula, charge and spin) in the fifth record?
  1.583 eV